One molecule with the formula C2H4F2S at a distorted geometry, computed with wB97M-V/def2-TZVPD.

Summary:
Spin multiplicity: 1
LUMO level: 0.774 eV
ΔE to the lowest compared entry with this formula, charge and spin: 9.4 kcal/mol
Calculated total energy: -18408.783 eV

Last column: Mulliken charge in e.
Positions of all 9 atoms, in Å:
C: -0.98 0.35 -0.16  -0.970
C: 0.61 0.29 -0.03  0.599
F: 1.08 1.42 0.55  -0.240
F: 1.26 0.05 -1.23  -0.228
S: 1.26 -1.16 1.07  -0.233
H: -1.15 1.41 -0.41  0.319
H: -1.31 -0.30 -0.94  0.345
H: -1.47 0.09 0.83  0.278
H: 0.71 -2.14 0.33  0.131

C23H38B2F4N6O4SScSi as an isolated structure, computed with wB97M-V/def2-TZVPD.

Summary:
Spin multiplicity: 1
LUMO level: 2.423 eV
ΔE to the lowest compared entry with this formula, charge and spin: 7.9 kcal/mol
Total charge: -1
Calculated total energy: -93247.278 eV

Last column: Mulliken charge in e.
Positions of all 80 atoms, in Å:
Sc: 0.13 0.03 0.20  -1.084
C: -3.91 2.12 -0.71  -1.847
C: -2.47 1.76 -0.49  0.375
N: -2.08 0.57 -0.24  0.907
O: -3.04 -0.39 -0.15  -0.709
B: -2.35 -1.70 -0.19  0.762
F: -3.27 -2.69 0.05  -0.309
F: -1.32 -1.67 0.85  -0.079
O: -1.68 -1.92 -1.46  -0.541
N: -0.35 -1.47 -1.45  1.047
C: 0.39 -2.04 -2.36  0.976
C: -0.26 -3.00 -3.33  -1.923
C: 2.33 -0.50 -2.06  0.056
N: 1.64 0.38 -1.39  0.762
O: 2.29 1.63 -1.34  -0.444
B: 2.04 2.35 -0.10  0.642
F: 3.08 3.19 0.21  -0.313
F: 1.84 1.34 0.94  -0.167
O: 0.79 3.16 -0.14  -0.569
N: -0.25 2.30 -0.22  0.722
C: -1.41 2.77 -0.48  0.429
C: -1.70 4.23 -0.67  -1.869
C: 3.71 -0.11 -2.52  -1.799
H: -4.45 1.26 -1.09  0.450
H: -4.00 2.96 -1.40  0.428
H: -4.37 2.42 0.24  0.239
H: -0.21 -4.04 -2.99  0.148
H: 0.23 -2.94 -4.30  0.543
H: -1.31 -2.74 -3.44  0.544
H: -0.78 4.80 -0.58  0.414
H: -2.41 4.57 0.09  0.316
H: -2.14 4.41 -1.65  0.379
H: 4.19 -0.92 -3.05  0.408
H: 4.33 0.20 -1.67  0.269
H: 3.63 0.76 -3.17  0.459
C: 1.02 -5.96 -0.36  -1.066
C: 0.14 -4.78 0.02  -0.812
N: 0.92 -3.59 0.33  0.962
C: 1.22 -3.11 1.54  0.728
S: 1.84 -1.54 1.68  -0.406
N: 1.01 -3.90 2.61  -0.115
C: 1.25 -3.50 3.98  -0.411
C: 2.69 -3.73 4.42  -1.159
H: 0.41 -6.83 -0.63  0.459
H: 1.69 -6.24 0.46  0.293
H: 1.65 -5.70 -1.22  0.060
H: -0.51 -5.01 0.87  0.638
H: -0.53 -4.51 -0.79  0.156
H: 1.11 -2.96 -0.43  -1.072
H: 0.73 -4.85 2.44  0.246
H: 0.56 -4.06 4.61  0.510
H: 1.00 -2.44 4.07  0.010
H: 2.97 -4.78 4.33  0.348
H: 2.83 -3.42 5.46  0.391
H: 3.37 -3.14 3.79  0.269
C: 0.51 1.72 3.77  -1.224
Si: -0.84 0.96 2.66  1.175
C: -1.58 -0.46 3.70  -0.964
C: -2.24 2.26 2.72  -1.281
H: 0.11 2.01 4.75  0.397
H: 0.94 2.61 3.30  0.251
H: 1.33 1.01 3.93  0.218
H: -1.82 -0.13 4.72  0.408
H: -0.90 -1.31 3.77  -0.030
H: -2.50 -0.82 3.24  0.247
H: -2.47 2.52 3.76  0.507
H: -3.15 1.87 2.27  0.155
H: -1.97 3.19 2.20  0.226
C: 1.79 -1.76 -2.43  -0.674
C: 2.74 -2.90 -2.59  0.403
C: 3.71 -3.08 -1.59  0.286
C: 4.58 -4.15 -1.58  -0.832
C: 4.50 -5.13 -2.57  -0.536
C: 3.55 -4.98 -3.57  -0.776
C: 2.69 -3.89 -3.58  -0.451
H: 3.75 -2.36 -0.78  0.381
H: 5.31 -4.24 -0.79  0.402
H: 5.17 -5.98 -2.57  0.369
H: 3.48 -5.72 -4.36  0.391
H: 1.99 -3.81 -4.39  0.299

One molecule with the formula C4H8N2O2 at a distorted geometry, computed with wB97M-V/def2-TZVPD.

Summary:
Spin multiplicity: 1
LUMO level: 0.725 eV
ΔE to the lowest compared entry with this formula, charge and spin: 29.2 kcal/mol
Calculated total energy: -11352.848 eV

Last column: Mulliken charge in e.
Positions of all 16 atoms, in Å:
C: -2.02 -0.14 -0.17  -1.630
C: -0.52 -0.10 -0.03  0.538
C: -0.08 0.05 1.33  0.593
O: -0.65 0.24 2.38  -0.625
O: 1.33 -0.16 1.39  -0.590
C: 0.31 0.01 -1.11  0.391
N: -0.16 -0.20 -2.34  -0.512
N: 1.63 0.29 -1.14  -0.571
H: -2.23 0.71 -0.91  0.400
H: -2.37 0.30 0.80  0.338
H: -2.39 -1.05 -0.46  0.323
H: 1.59 -0.22 2.37  0.332
H: 0.52 0.28 -3.01  0.215
H: -1.13 -0.12 -2.54  0.266
H: 2.08 -0.20 -1.96  0.224
H: 2.04 0.12 -0.22  0.306

One molecule with the formula C18H29N3O2 at a distorted geometry, computed with wB97M-V/def2-TZVPD.

Summary:
Spin multiplicity: 1
LUMO level: 0.514 eV
ΔE to the lowest compared entry with this formula, charge and spin: 430.4 kcal/mol
Calculated total energy: -27684.510 eV

Last column: Mulliken charge in e.
Positions of all 52 atoms, in Å:
C: 5.27 2.42 -0.64  -1.224
C: 4.21 1.24 -0.66  -0.101
O: 3.21 1.43 -1.74  -0.407
C: 2.33 0.60 -1.84  0.692
C: 2.19 -0.42 -1.09  0.287
C: 1.31 -1.46 -1.34  -0.522
C: 0.42 -1.19 -2.20  0.242
N: -0.77 -1.95 -2.77  -0.350
C: -1.75 -2.47 -1.61  0.268
O: -2.63 -3.34 -2.18  -0.766
N: -1.39 -2.40 -0.45  0.076
C: -2.35 -2.75 0.78  -1.247
C: -2.11 -1.85 1.76  -0.835
N: -1.52 -0.45 1.27  0.679
C: -2.40 0.48 0.70  0.515
C: -3.34 0.05 -0.03  -1.004
C: -1.58 1.65 -0.16  -1.192
C: -0.22 1.96 1.01  -0.635
C: 0.48 0.82 1.46  -1.028
C: -0.27 -0.22 2.19  0.083
C: -0.93 0.38 3.55  -1.436
C: 0.34 0.11 -3.16  -0.985
C: 1.43 0.97 -2.91  -0.938
H: 6.19 2.36 -0.01  0.363
H: 4.65 3.40 -0.51  0.278
H: 5.68 2.64 -1.72  0.279
H: 3.78 1.16 0.46  0.150
H: 4.85 0.41 -1.06  0.322
H: 2.98 -0.91 -0.31  0.182
H: 1.06 -2.45 -0.82  0.525
H: -1.13 -1.94 -3.67  0.223
H: -0.64 -1.76 -0.08  0.040
H: -3.26 -2.76 0.21  0.493
H: -2.32 -3.84 0.90  0.471
H: -3.09 -1.50 2.21  0.400
H: -1.55 -2.14 2.66  0.594
H: -2.86 1.02 1.68  0.004
H: -4.18 -0.60 0.49  0.272
H: -3.09 -0.48 -1.06  0.102
H: -4.03 1.07 -0.52  0.304
H: -2.17 2.34 -0.27  1.001
H: -1.05 1.14 -0.61  -0.380
H: -0.78 2.76 1.90  0.228
H: 0.33 2.79 0.46  0.425
H: 1.19 1.11 2.08  0.739
H: 0.84 0.53 0.62  -0.099
H: 0.29 -1.21 2.53  0.481
H: -1.46 -0.41 3.96  0.509
H: -1.49 1.22 3.64  0.382
H: 0.13 0.43 4.26  0.288
H: -0.29 0.18 -4.01  0.499
H: 1.48 1.82 -3.34  0.755

A 5-piece molecular cluster, C26H60BrN2O21P5S overall at a distorted geometry, computed with wB97M-V/def2-TZVPD.

Summary:
Spin multiplicity: 1
LUMO level: -3.056 eV
Calculated total energy: -201209.493 eV

Last column: Mulliken charge in e.
Positions of all 116 atoms, in Å:
C: 6.23 -2.48 -0.74  -0.797
C: 4.89 -2.20 -1.15  -0.348
C: 3.28 -2.03 -1.57  -0.221
N: 2.96 -0.59 -1.87  0.406
C: 2.69 0.12 -0.56  -0.586
C: 3.58 1.51 -0.51  -0.189
C: 2.71 2.89 -0.69  -0.467
Br: 4.36 1.58 1.37  -0.222
C: 1.86 -0.41 -2.89  0.111
C: 0.64 -1.53 -2.78  -0.196
O: 0.88 -2.60 -3.79  -0.318
C: 0.25 -3.86 -3.40  0.148
N: -1.25 -3.65 -3.20  -0.429
C: -1.55 -4.42 -2.07  0.437
S: -1.70 -4.90 -0.41  -0.173
O: 1.26 0.92 -2.79  0.023
C: 0.58 1.34 -4.02  -0.480
C: -0.63 2.38 -3.52  -0.434
O: -1.95 1.69 -3.45  -0.307
C: -2.92 2.47 -2.66  -0.048
C: -3.74 1.33 -1.74  -0.702
P: 2.75 -0.45 -4.62  -0.041
O: 3.92 0.87 -4.51  -0.595
O: 3.72 -1.88 -4.81  -0.447
H: 7.33 -2.37 -0.31  0.345
H: 3.11 -2.78 -2.45  0.373
H: 2.68 -2.48 -0.64  0.415
H: 3.14 -0.57 0.29  0.540
H: 1.56 0.26 -0.29  0.143
H: 4.50 1.40 -1.23  0.372
H: 2.57 3.05 -1.87  0.040
H: 1.63 2.86 -0.23  0.256
H: 3.31 3.85 -0.33  0.198
H: -0.43 -1.08 -3.07  0.271
H: 0.50 -1.96 -1.69  0.206
H: 0.34 -4.61 -4.31  0.317
H: 0.68 -4.35 -2.43  -0.091
H: 1.25 2.02 -4.74  0.152
H: 0.03 0.49 -4.60  0.356
H: -0.74 3.18 -4.41  0.249
H: -0.35 2.98 -2.56  0.216
H: -2.45 3.29 -1.97  0.214
H: -3.75 2.97 -3.35  0.103
H: -3.59 1.49 -0.58  0.184
H: -4.89 1.27 -2.03  0.259
H: -3.30 0.25 -2.00  0.201
H: 3.72 1.58 -5.19  0.324
H: 4.66 -1.59 -4.57  0.297
C: 7.75 7.51 6.20  -0.688
O: 7.77 6.31 5.45  -0.302
P: 6.88 6.36 3.96  0.985
O: 5.57 6.52 4.75  -0.577
O: 7.20 4.75 3.75  -0.335
C: 7.03 3.87 4.85  -0.579
O: 5.99 6.42 2.48  -0.468
C: 5.15 5.33 2.14  -0.447
H: 8.56 7.48 6.93  0.243
H: 7.91 8.37 5.53  0.306
H: 6.80 7.61 6.72  0.290
H: 6.30 4.24 5.57  0.330
H: 8.00 3.72 5.34  0.241
H: 6.68 2.90 4.46  0.221
H: 4.54 5.02 3.00  0.322
H: 5.74 4.50 1.77  0.212
H: 4.48 5.65 1.34  0.236
C: -4.43 5.27 2.88  -0.676
O: -5.43 5.96 2.16  -0.324
P: -5.85 5.25 0.64  1.046
O: -4.45 5.56 0.10  -0.590
O: -6.85 6.54 0.35  -0.349
C: -6.36 7.85 0.61  -0.610
O: -6.27 4.54 -0.88  -0.354
C: -6.42 5.38 -2.01  -0.595
H: -4.45 5.60 3.92  0.252
H: -4.62 4.18 2.86  0.299
H: -3.44 5.48 2.47  0.279
H: -5.28 7.92 0.55  0.329
H: -6.70 8.16 1.61  0.228
H: -6.80 8.53 -0.13  0.256
H: -5.60 6.10 -2.09  0.287
H: -7.37 5.90 -1.97  0.263
H: -6.41 4.75 -2.91  0.262
C: -8.73 -0.90 1.55  -0.654
O: -7.73 -1.58 2.28  -0.325
P: -6.19 -1.67 1.49  1.021
O: -6.80 -2.57 0.41  -0.587
O: -5.64 -2.61 2.74  -0.336
C: -6.46 -3.67 3.21  -0.639
O: -4.66 -1.76 0.70  -0.385
C: -3.95 -2.99 0.70  -0.275
H: -9.54 -0.64 2.23  0.245
H: -8.33 0.02 1.11  0.269
H: -9.13 -1.55 0.77  0.288
H: -7.14 -4.05 2.44  0.337
H: -7.03 -3.33 4.07  0.235
H: -5.81 -4.50 3.52  0.258
H: -4.61 -3.83 0.47  0.414
H: -3.47 -3.14 1.68  0.355
H: -3.16 -2.93 -0.05  -0.261
C: 2.57 -6.20 -0.16  -0.409
O: 2.79 -7.51 -0.66  -0.365
P: 1.54 -8.65 -0.29  1.134
O: 1.88 -8.54 1.20  -0.592
O: 2.46 -9.84 -0.98  -0.360
C: 3.84 -9.91 -0.65  -0.634
O: 0.29 -9.78 0.08  -0.443
C: 0.64 -11.07 0.54  -0.506
H: 3.24 -5.51 -0.69  0.222
H: 1.53 -5.90 -0.35  0.032
H: 2.79 -6.16 0.90  0.346
H: 4.06 -9.48 0.33  0.342
H: 4.42 -9.39 -1.42  0.229
H: 4.14 -10.96 -0.64  0.256
H: 1.42 -11.03 1.30  0.266
H: 0.98 -11.69 -0.30  0.218
H: -0.25 -11.54 0.96  0.247

C27H39HgN4O3Si as an isolated structure, computed with wB97M-V/def2-TZVPD.

Summary:
Spin multiplicity: 2
LUMO level (alpha / beta): 3.988 / 3.321 eV
Total charge: -2
Calculated total energy: -52787.082 eV

Last column: Mulliken charge in e.
Positions of all 75 atoms, in Å:
Hg: 0.72 0.97 1.16  0.120
C: -1.26 -0.39 -3.47  -1.404
C: -1.91 -1.13 -2.32  1.024
C: -2.39 -2.43 -2.51  -0.888
C: -2.98 -3.05 -1.41  -0.272
C: -3.06 -2.39 -0.21  0.041
C: -2.53 -1.05 -0.06  -0.374
N: -1.98 -0.46 -1.18  -0.403
N: -2.52 -0.40 1.08  -0.235
Si: -3.33 -0.54 2.53  0.133
C: -5.22 -0.43 2.34  -1.083
C: -2.82 0.85 3.67  -1.036
C: -3.03 -2.15 3.50  -1.035
H: -2.00 -0.16 -4.24  0.440
H: -0.47 -0.99 -3.93  0.263
H: -0.84 0.54 -3.10  0.279
H: -2.30 -2.92 -3.48  0.350
H: -3.37 -4.06 -1.50  0.343
H: -3.49 -2.87 0.66  0.230
H: -5.48 0.46 1.76  0.310
H: -5.71 -0.35 3.32  0.309
H: -5.62 -1.30 1.82  0.271
H: -3.01 1.81 3.19  0.273
H: -1.75 0.81 3.87  0.260
H: -3.35 0.83 4.63  0.275
H: -3.33 -3.03 2.94  0.337
H: -3.57 -2.15 4.45  0.420
H: -1.96 -2.25 3.73  0.224
O: 4.92 3.57 3.91  -0.668
N: 3.97 3.14 3.21  0.904
O: 3.61 3.78 2.20  -0.629
O: 3.41 2.07 3.52  -0.605
C: 2.65 2.07 -3.73  -1.457
C: 2.85 0.63 -3.34  0.444
C: 3.79 -0.17 -3.98  -0.756
C: 3.99 -1.51 -3.61  -0.086
C: 5.01 -2.36 -4.32  -1.691
C: 3.23 -2.05 -2.59  -0.172
C: 2.26 -1.27 -1.91  0.145
C: 2.09 0.07 -2.33  -0.190
N: 1.43 -1.63 -0.91  0.131
C: 1.43 -2.92 -0.26  0.984
C: 0.91 -4.01 -1.23  -0.777
C: 0.76 -5.34 -0.50  0.561
C: -0.26 -5.19 0.63  -1.554
C: 0.24 -4.13 1.62  0.915
C: 1.58 -4.56 2.21  -1.722
C: 2.60 -4.69 1.08  0.524
C: 2.12 -5.76 0.08  -1.474
C: 2.77 -3.35 0.35  -1.289
C: 0.42 -2.80 0.89  -0.187
H: 3.29 2.34 -4.57  0.366
H: 2.89 2.72 -2.89  0.343
H: 1.61 2.26 -4.00  0.289
H: 4.40 0.25 -4.77  0.214
H: 5.56 -1.77 -5.06  0.364
H: 4.54 -3.20 -4.84  0.335
H: 5.74 -2.77 -3.62  0.340
H: 3.39 -3.09 -2.33  0.730
H: 1.34 0.65 -1.80  0.261
H: 1.60 -4.13 -2.08  0.655
H: -0.05 -3.67 -1.64  -0.201
H: 0.42 -6.10 -1.21  0.324
H: -0.40 -6.15 1.15  0.580
H: -1.22 -4.88 0.22  0.270
H: -0.50 -4.00 2.42  0.258
H: 1.48 -5.51 2.74  0.576
H: 1.92 -3.81 2.93  0.463
H: 3.57 -5.00 1.49  0.222
H: 2.02 -6.72 0.59  0.520
H: 2.85 -5.88 -0.72  0.528
H: 3.56 -3.45 -0.40  0.443
H: 3.10 -2.58 1.05  0.428
H: 0.77 -2.03 1.58  0.541
H: -0.53 -2.44 0.48  -1.371

Please write out number 3 again, unchanged.
One molecule with the formula C4H8N2O2 at a distorted geometry, computed with wB97M-V/def2-TZVPD.

Summary:
Spin multiplicity: 1
LUMO level: 0.725 eV
ΔE to the lowest compared entry with this formula, charge and spin: 29.2 kcal/mol
Calculated total energy: -11352.848 eV

Last column: Mulliken charge in e.
Positions of all 16 atoms, in Å:
C: -2.02 -0.14 -0.17  -1.630
C: -0.52 -0.10 -0.03  0.538
C: -0.08 0.05 1.33  0.593
O: -0.65 0.24 2.38  -0.625
O: 1.33 -0.16 1.39  -0.590
C: 0.31 0.01 -1.11  0.391
N: -0.16 -0.20 -2.34  -0.512
N: 1.63 0.29 -1.14  -0.571
H: -2.23 0.71 -0.91  0.400
H: -2.37 0.30 0.80  0.338
H: -2.39 -1.05 -0.46  0.323
H: 1.59 -0.22 2.37  0.332
H: 0.52 0.28 -3.01  0.215
H: -1.13 -0.12 -2.54  0.266
H: 2.08 -0.20 -1.96  0.224
H: 2.04 0.12 -0.22  0.306